Entry 1:
The following is a quantum chemistry calculation of a structure of composition C42H98O34P7Zr, from the Open Molecules 2025 dataset.

Structure (XYZ):
```
182
C42H98O34P7Zr (ωB97M-V/def2-TZVPD)
Zr -8.23217 3.41355 29.95534
P -6.47537 5.20706 29.47845
O -7.83372 5.43652 30.24118
O -5.54120 6.25641 28.98667
O -7.35144 4.44620 28.40781
O -6.26019 3.87336 30.30523
C -8.95864 1.80262 23.49558
C -9.11988 2.92469 24.48640
O -9.65011 2.36752 25.72877
P -10.41865 3.24902 26.84315
O -9.86606 3.14388 28.20607
O -10.33239 4.71231 26.20858
C -9.31837 5.68631 26.53279
C -9.53282 6.84194 25.57759
O -11.95620 2.91023 26.73127
C -12.84301 3.33856 25.70823
C -13.12020 2.19007 24.71964
H -9.94697 1.38886 23.29752
H -8.52993 2.26294 22.60280
H -8.27447 1.00713 23.78652
H -8.16424 3.37779 24.75257
H -9.85247 3.65037 24.14337
H -9.27215 5.92750 27.59188
H -8.36427 5.22362 26.26859
H -8.61927 7.41944 25.39953
H -9.93368 6.51289 24.62247
H -10.11387 7.68256 25.97170
H -13.83403 3.50993 26.12940
H -12.42653 4.21194 25.21114
H -12.40914 2.21182 23.89216
H -13.32897 1.19444 25.10191
H -14.06750 2.45168 24.23229
C -3.87560 3.50646 33.58342
C -4.45656 2.13810 33.93359
O -5.75784 1.99361 33.33343
P -6.05832 1.08200 32.06188
O -7.13916 1.58095 31.17419
O -6.33545 -0.37392 32.61962
C -7.65766 -0.91151 32.83745
C -8.26506 -0.32711 34.09562
O -4.64586 0.86716 31.35566
C -4.17396 1.77924 30.35467
C -2.92255 1.13214 29.75694
H -2.79677 3.44347 33.71631
H -4.23678 3.90828 32.64013
H -4.26898 4.18125 34.34873
H -3.78271 1.33732 33.62222
H -4.47360 2.00771 35.01559
H -8.25550 -0.72834 31.94185
H -7.62391 -1.99892 32.87802
H -7.46940 -0.42494 34.83866
H -8.66128 0.67107 33.94940
H -9.08692 -0.87656 34.56211
H -4.88443 2.03941 29.57731
H -3.74312 2.65020 30.85200
H -3.16269 0.34826 29.03508
H -2.34049 1.85370 29.17619
H -2.22882 0.77827 30.51806
C -10.45510 7.29967 34.10405
C -9.40016 6.50072 33.38991
O -9.09358 5.34537 34.19071
P -8.14587 4.22607 33.52015
O -8.43873 3.77441 32.15382
O -6.67140 4.85284 33.75700
C -6.18934 5.92996 32.93213
C -5.83563 7.10903 33.78551
O -8.23774 3.05414 34.55751
C -7.94278 3.25272 35.94444
C -8.86222 2.46867 36.85970
H -10.12616 7.70410 35.06120
H -10.67202 8.18342 33.49722
H -11.36509 6.71655 34.21907
H -9.76652 6.21900 32.40649
H -8.52061 7.12280 33.22265
H -5.26479 5.56646 32.47910
H -6.92585 6.17596 32.16848
H -5.81050 8.03516 33.20754
H -6.67188 7.29885 34.46706
H -4.91748 6.92369 34.33874
H -6.89114 3.15878 36.21229
H -8.21138 4.28966 36.17075
H -8.84484 2.85388 37.87471
H -9.87364 2.51395 36.44819
H -8.64721 1.39746 36.84835
C -14.12586 6.68120 32.28697
C -13.23230 5.46495 32.01707
O -12.06097 5.95458 31.36171
P -11.33715 5.31682 30.09879
O -10.24303 4.36799 30.40999
O -12.50798 4.73981 29.14661
C -13.75053 5.40778 28.91940
C -13.70494 6.18702 27.58327
O -10.92134 6.57021 29.22380
C -10.21886 7.70802 29.73824
C -11.12805 8.91982 29.52015
H -15.11888 6.35182 32.57797
H -13.66510 7.30839 33.05416
H -14.05806 7.38408 31.45518
H -12.95955 4.93856 32.93573
H -13.83835 4.69494 31.53092
H -14.39278 4.53374 28.80003
H -14.15002 6.08391 29.67184
H -14.62113 6.25165 27.00383
H -13.25838 7.16546 27.77503
H -12.93404 5.76901 26.92921
H -9.84036 7.54648 30.74818
H -9.33757 7.82434 29.10470
H -12.05926 8.85461 30.08679
H -10.65148 9.86557 29.77448
H -11.41180 8.92302 28.46778
C -10.00824 -1.78349 27.50036
C -9.69938 -0.34777 27.08643
O -8.30573 -0.09528 26.93789
P -7.40060 0.44038 28.11955
O -7.69902 1.82531 28.58129
O -7.56197 -0.67431 29.23267
C -6.54098 -1.69671 29.42901
C -6.59676 -2.84041 28.39912
O -5.87206 0.22585 27.65999
C -5.27282 0.87249 26.51820
C -5.53448 2.38612 26.48308
H -9.42733 -2.54901 26.98708
H -9.77377 -1.93264 28.55930
H -11.06138 -2.04347 27.39733
H -10.02667 -0.36353 26.04192
H -10.33850 0.38105 27.58247
H -5.57059 -1.26481 29.65291
H -6.87528 -2.16567 30.35649
H -5.61238 -3.30547 28.42973
H -7.36473 -3.53127 28.73412
H -6.79634 -2.44472 27.40554
H -4.23706 0.57311 26.38153
H -5.79779 0.42686 25.66806
H -5.03736 2.65746 25.54006
H -6.55862 2.62253 26.18059
H -5.24993 3.11150 27.23974
C -3.64183 11.33769 34.35139
C -3.53472 10.21929 33.28694
O -2.17660 10.16332 32.84427
P -1.86800 10.06048 31.27040
O -0.49499 9.72243 30.88964
O -2.35211 11.50674 30.79169
C -1.86140 12.06524 29.56760
C -2.25710 13.53107 29.57196
O -2.99062 9.03680 30.72850
C -2.59377 7.72798 30.32954
C -2.65972 6.77093 31.53704
H -2.75750 11.33373 34.98270
H -3.62281 12.20095 33.67919
H -4.54813 11.44743 34.94146
H -3.67665 9.21188 33.69314
H -4.30798 10.34846 32.52914
H -0.79972 11.85617 29.43240
H -2.33178 11.53946 28.73124
H -2.11106 14.18269 28.70710
H -3.32325 13.55747 29.80112
H -1.72522 14.16110 30.29109
H -3.34959 7.28387 29.67525
H -1.67002 7.75757 29.75562
H -2.69987 5.71225 31.26633
H -1.80042 6.96820 32.17828
H -3.61655 6.85348 32.05413
C -4.29739 7.02793 26.41411
C -3.23631 6.03393 26.92809
O -2.21382 6.10078 25.93760
C -2.78137 6.48677 24.75247
O -2.25268 6.50743 23.68583
O -3.96069 7.03879 25.01493
H -4.34708 7.97537 26.94438
H -5.26848 6.53950 26.39531
H -3.70190 5.04627 26.95413
H -2.73970 6.24100 27.86976
C -5.76903 9.52155 29.35268
C -6.82207 8.68272 28.57232
O -7.52396 9.61232 27.75115
C -6.96530 10.82804 27.86458
O -7.30462 11.84804 27.35754
O -5.99130 10.82934 28.82325
H -4.71947 9.26094 29.30883
H -6.17192 9.53098 30.36969
H -7.40696 8.17366 29.33085
H -6.32628 8.09667 27.80755
```

For the HOMO energy, the calculation gives -10.78 eV. The net charge is +1. As for the gap between HOMO and LUMO: 8.977 eV. The LUMO energy comes out at -1.80 eV.

---

Entry 2:
The following is a quantum chemistry calculation of a cluster of 9 separate species, C42H99N4O19S in total, from the Open Molecules 2025 dataset.

Structure (XYZ):
```
165
C42H99N4O19S (ωB97M-V/def2-TZVPD)
C 2.76825 -3.74163 -0.02977
C 1.63796 -2.66183 -0.62481
C 2.41381 -1.80046 -1.78419
O 1.65360 -0.66832 -2.33619
C 0.21601 -0.75712 -2.03642
N -0.88960 -1.57864 -2.66178
C -2.15466 -1.16072 -1.91183
N -3.40328 -1.66893 -2.17630
C -3.69572 -2.74383 -3.21568
S -3.21369 -2.28784 -4.96759
C -2.73677 -3.78781 -5.98807
C -2.46643 -5.15578 -5.12471
N -1.77694 -0.12086 -0.87988
C -2.74603 0.54210 0.11524
C -2.41764 -0.19943 1.57780
O -2.28905 0.48123 2.71990
O -2.20527 -1.68406 1.63119
N -0.39295 0.12014 -0.93305
H 2.86313 -3.65894 1.14734
H 2.49321 -4.86314 -0.27980
H 3.83445 -3.56411 -0.53652
H 1.30470 -2.02651 0.31620
H 0.75795 -3.32828 -1.02567
H 2.78330 -2.51286 -2.63580
H 3.37798 -1.32670 -1.26395
H -4.22441 -1.32292 -1.61685
H -4.84896 -2.97777 -3.17710
H -3.13680 -3.72254 -2.82522
H -1.76389 -3.61028 -6.65663
H -3.59463 -4.05601 -6.77324
H -1.57347 -4.98360 -4.35363
H -2.26861 -6.11773 -5.77090
H -3.41183 -5.39852 -4.44566
H -3.87348 0.23931 -0.12719
H -2.59608 1.70154 0.20068
H -1.45069 -1.94514 1.01187
H 0.13815 0.78383 -0.32766
C 1.19561 0.64329 -8.91998
O 0.22375 1.66674 -8.73198
C -1.07945 1.26104 -9.16135
C -1.96328 0.87519 -7.97090
O -1.48140 -0.31139 -7.33068
C -0.76871 -0.02347 -6.13304
H 2.09975 0.92588 -8.37247
H 0.85175 -0.32237 -8.54230
H 1.44258 0.55942 -9.98195
H -1.01482 0.43967 -9.88519
H -1.52955 2.12021 -9.66831
H -2.96972 0.65399 -8.33862
H -2.04166 1.70192 -7.25519
H -1.47259 0.25711 -5.34342
H -0.03810 0.77710 -6.27545
H -0.23759 -0.92702 -5.82503
C -7.78012 1.02380 4.10277
O -8.34362 -0.13941 3.50549
C -8.47035 -0.01162 2.08602
C -7.35568 -0.76849 1.35674
O -6.07879 -0.16569 1.59393
C -5.31839 -0.88179 2.56044
H -7.50268 0.77897 5.13243
H -6.88495 1.36201 3.57584
H -8.52362 1.82543 4.12286
H -8.48852 1.04375 1.78829
H -9.43276 -0.45428 1.81107
H -7.54058 -0.71277 0.27980
H -7.34782 -1.82711 1.64155
H -4.93104 -1.80365 2.11569
H -5.90940 -1.12220 3.44807
H -4.47512 -0.25716 2.86392
C -1.12497 1.63431 5.15365
O -0.52418 1.88661 6.41963
C 0.63840 2.71369 6.31176
C 0.33204 4.16042 6.71218
O -0.55785 4.77971 5.77695
C -1.89402 4.83541 6.26347
H -2.11442 1.20005 5.32543
H -1.24689 2.54880 4.56865
H -0.52019 0.91465 4.59496
H 1.05942 2.66679 5.30018
H 1.38291 2.30842 7.00403
H 1.26375 4.73375 6.69495
H -0.07331 4.20930 7.72961
H -1.97476 5.61061 7.03173
H -2.21906 3.87589 6.67412
H -2.55100 5.09673 5.43072
C -0.82497 3.04255 -2.90400
O -0.22418 3.29484 -1.63802
C 0.93840 4.12193 -1.74588
C 0.63204 5.56866 -1.34547
O -0.25785 6.18794 -2.28070
C -1.59402 6.24365 -1.79418
H -1.81442 2.60828 -2.73222
H -0.94689 3.95704 -3.48900
H -0.22019 2.32288 -3.46268
H 1.35942 4.07503 -2.75747
H 1.68291 3.71666 -1.05362
H 1.56375 6.14198 -1.36270
H 0.22669 5.61754 -0.32804
H -1.67476 7.01884 -1.02592
H -1.91906 5.28412 -1.38352
H -2.25100 6.50496 -2.62692
C -2.32497 -12.03468 -6.37925
O -1.72418 -11.78238 -5.11327
C -0.56160 -10.95530 -5.22113
C -0.86796 -9.50857 -4.82072
O -1.75785 -8.88928 -5.75594
C -3.09402 -8.83358 -5.26943
H -3.31442 -12.46895 -6.20746
H -2.44689 -11.12019 -6.96425
H -1.72019 -12.75434 -6.93793
H -0.14058 -11.00220 -6.23272
H 0.18291 -11.36057 -4.52886
H 0.06375 -8.93524 -4.83795
H -1.27331 -9.45969 -3.80329
H -3.17476 -8.05839 -4.50117
H -3.41906 -9.79310 -4.85877
H -3.75100 -8.57227 -6.10217
C 6.82759 2.40482 -6.68379
O 6.25353 3.15419 -5.61785
C 4.97495 3.69526 -5.96389
C 3.83726 2.87146 -5.35213
O 3.77182 1.56521 -5.93479
C 4.34301 0.57183 -5.09093
H 7.67592 1.83975 -6.28613
H 6.11600 1.69848 -7.11750
H 7.19343 3.08501 -7.45794
H 4.86380 3.77112 -7.05231
H 4.93554 4.70818 -5.55132
H 2.88738 3.36781 -5.57224
H 3.93883 2.80938 -4.26232
H 3.66534 0.36165 -4.25771
H 5.31830 0.87750 -4.70317
H 4.47317 -0.34119 -5.67643
C 4.56632 3.37718 7.42381
O 4.23698 3.07538 6.07187
C 4.62594 4.11938 5.17407
C 5.91701 3.76249 4.43044
O 7.03361 3.71229 5.32529
C 7.39014 2.37696 5.66434
H 4.45544 2.46308 8.01477
H 5.59493 3.73068 7.52565
H 3.87528 4.13017 7.81276
H 4.72921 5.07353 5.70483
H 3.81877 4.22791 4.44300
H 6.12865 4.54785 3.69866
H 5.80867 2.81703 3.88617
H 7.89809 1.90461 4.81785
H 6.51852 1.78157 5.94854
H 8.07829 2.41105 6.51207
C 2.21757 -0.53815 11.83448
O 2.05182 0.75561 12.40547
C 3.05106 1.67676 11.95794
C 2.50100 2.61442 10.87839
O 2.19962 1.89922 9.67518
C 0.80576 1.64936 9.53409
H 1.31035 -1.11726 12.03120
H 2.36954 -0.49238 10.75365
H 3.06402 -1.04435 12.30680
H 3.94113 1.14516 11.60023
H 3.34417 2.27527 12.82606
H 3.27053 3.35092 10.62845
H 1.62109 3.15841 11.24130
H 0.29213 2.57358 9.25183
H 0.36750 1.25141 10.45308
H 0.66857 0.91426 8.73774
```

For the HOMO energy, the calculation gives -10.34 eV. The net charge is +1. As for the gap between HOMO and LUMO: 6.761 eV. The LUMO energy comes out at -3.58 eV. The value obtained for the relative energy (zero: lowest compared OMol25 entry of this formula, charge and spin) is 7.846 eV.